Entry 1:
The following is a quantum chemistry calculation of C2H6I2N3 as an isolated structure in a non-equilibrium geometry, from the Open Molecules 2025 dataset.

HOMO energy (alpha / beta): -12.49 / -12.49 eV
maximum force: 0.1025 Eh/bohr
HOMO-LUMO gap (alpha / beta): 0.245 / 0.245 Eh
LUMO energy (alpha / beta): -5.8187 / -5.8163 eV
relative energy (zero: lowest compared OMol25 entry of this formula, charge and spin): 4.998 eV
total charge: +1
energy: -22830.8264 eV

Last column: Löwdin charge in e.
Geometry (Å):
1 C 1.60277 0.54740 -0.26628  -0.372
2 C -2.78905 -0.35053 1.06763  -1.217
3 N 0.98183 -1.63637 -0.66908  -0.142
4 N 1.79843 -0.74688 -0.64308  -0.075
5 N 0.29660 0.96407 -0.14888  -0.034
6 I -1.34739 -1.31793 0.08619  1.322
7 I -4.00456 1.15143 0.40297  0.928
8 H 2.47025 0.52298 0.54186  0.202
9 H 2.17933 1.02322 -1.06341  0.141
10 H -2.84665 -0.51019 2.13569  -0.055
11 H 1.31517 -2.54804 -1.03993  0.107
12 H 0.27018 1.67326 0.62902  0.144
13 H 0.07311 1.22758 -1.03271  0.052

Forces on atoms 1 to 3 (eV/Å):
4.10 -0.02 0.72
-0.28 -0.22 -0.52
-1.57 -0.26 -0.10

---

Entry 2:
The following is a quantum chemistry calculation of a 2-piece molecular cluster, C2H6I2O2Si overall in a non-equilibrium geometry, from the Open Molecules 2025 dataset.

HOMO energy: -8.73 eV
maximum force: 0.0810 Eh/bohr
HOMO-LUMO gap: 0.280 Eh
LUMO energy: -1.1184 eV
relative energy (zero: lowest compared OMol25 entry of this formula, charge and spin): 2.936 eV
energy: -30345.1729 eV

Last column: Löwdin charge in e.
Geometry (Å):
1 C -0.33399 0.59268 -2.73976  -0.052
2 C -0.72719 1.08557 2.49612  -0.352
3 O -1.36540 0.47043 -1.74578  -0.401
4 O -0.09238 0.99394 1.27271  -0.348
5 Si -1.77308 -0.05363 -0.32960  -0.247
6 I -3.90428 0.79839 0.36535  0.562
7 I -1.67857 -2.53412 -0.05902  0.418
8 H 0.31893 1.39114 -2.60848  0.074
9 H -0.99923 0.80576 -3.57342  0.091
10 H 0.04908 -0.42760 -2.95836  0.107
11 H -0.58650 2.16163 2.91258  0.102
12 H -0.32616 0.27444 3.11372  0.063
13 H -1.78605 0.84042 2.50492  -0.018

Forces on atoms 1 to 3 (eV/Å):
-2.97 -2.55 -1.24
0.59 0.72 0.73
0.53 0.51 0.07

---

Entry 3:
The following is a quantum chemistry calculation of an isolated ion of composition C2H6IN2O and charge +1 in a non-equilibrium geometry, from the Open Molecules 2025 dataset.

HOMO energy: -13.89 eV
maximum force: 0.1194 Eh/bohr
HOMO-LUMO gap: 0.362 Eh
LUMO energy: -4.0391 eV
relative energy (zero: lowest compared OMol25 entry of this formula, charge and spin): 1.705 eV
SMILES: N/C(CI)=[NH+]\O
total charge: +1
energy: -15290.5896 eV

Last column: Löwdin charge in e.
Geometry (Å):
1 C 0.01250 0.18375 0.04886  -0.277
2 C 1.66474 0.08943 -0.30769  -0.483
3 N -0.50651 0.41790 1.24725  0.188
4 N -0.82604 -0.20398 -0.92229  0.003
5 O -2.19104 -0.17048 -0.88593  0.062
6 I 2.59874 -0.83417 1.39212  0.903
7 H 1.68343 -0.48674 -1.12243  -0.016
8 H 1.94115 1.10430 -0.52972  0.061
9 H 0.06805 0.67655 2.11006  0.145
10 H -1.38548 0.62742 1.54450  0.090
11 H -0.44913 -0.39289 -1.86698  0.191
12 H -2.61041 -1.01109 -0.70776  0.133

Forces on atoms 1 to 3 (eV/Å):
-0.18 -1.06 -0.03
-3.93 1.95 4.30
4.97 0.68 1.52